# 1
Density functional theory data (ωB97M-V with the def2-TZVPD basis set) for 2 unconnected molecules or ions with the total composition C13H21F6N2O5.

Last column: natural (NBO) charge in e.
Geometry (Å):
N (-1.141, 1.173, -1.037)  -0.85
C (-1.003, -0.238, -0.429)  -0.08
N (-0.663, -0.154, 1.074)  -0.42
C (-1.931, 0.448, 1.716)  -0.28
C (-1.918, 0.363, 3.365)  -0.12
O (-1.994, -1.101, 3.687)  -0.51
C (-0.656, -1.598, 3.300)  -0.11
C (-0.363, -1.533, 1.673)  -0.17
C (1.106, -2.132, 1.251)  0.46
O (1.140, -3.395, 0.744)  -0.39
C (2.543, -1.348, 1.333)  0.58
F (2.631, -0.464, 0.146)  -0.32
F (3.617, -2.403, 1.209)  -0.29
C (2.834, -0.594, 2.771)  0.61
F (1.916, 0.571, 3.001)  -0.33
F (2.599, -1.647, 3.829)  -0.31
C (4.416, -0.169, 2.914)  0.58
F (5.129, -1.346, 3.526)  -0.30
F (5.103, 0.111, 1.632)  -0.30
C (4.696, 1.103, 3.915)  0.71
O (3.973, 1.428, 4.995)  -0.50
O (5.903, 1.932, 3.591)  -0.67
H (-2.166, 1.425, -1.048)  0.38
H (-0.830, 1.106, -2.033)  0.43
H (-1.997, -0.869, -0.605)  0.23
H (-0.105, -0.763, -0.964)  0.24
H (0.143, 0.513, 1.144)  0.46
H (-2.810, -0.281, 1.367)  0.25
H (-2.115, 1.565, 1.390)  0.28
H (-2.851, 0.930, 3.843)  0.26
H (-0.956, 0.876, 3.794)  0.21
H (-0.556, -2.744, 3.597)  0.26
H (0.123, -1.012, 3.949)  0.22
H (-1.168, -2.263, 1.180)  0.29
H (6.305, 2.146, 4.505)  0.52
C (-1.441, 0.318, -6.383)  -0.63
C (-2.415, 0.533, -5.236)  0.10
C (-3.653, 1.287, -5.694)  -0.63
O (-1.771, 1.268, -4.200)  -0.76
H (-1.097, 1.276, -6.790)  0.20
H (-0.549, -0.215, -6.036)  0.22
H (-1.902, -0.259, -7.190)  0.22
H (-2.709, -0.436, -4.816)  0.17
H (-3.388, 2.279, -6.077)  0.20
H (-4.340, 1.445, -4.856)  0.21
H (-4.181, 0.739, -6.481)  0.22
H (-1.506, 2.130, -4.563)  0.47

Atomic forces in eV per Å
N -0.73 -2.24 0.67
C -0.03 0.08 -2.84
N -0.83 0.56 -0.38
C -1.86 0.21 1.77
C -0.54 0.15 -0.56
O 2.65 1.82 -1.47
C 0.65 -0.95 1.02
C -0.68 -1.48 0.26
C -0.19 -6.68 -2.93
O -0.30 8.72 3.59
C 1.43 -1.47 -1.30
F -0.32 -2.28 3.74
F -3.56 3.83 0.43
C -0.21 -0.75 1.23
F 2.67 -3.75 -0.93
F 0.19 3.63 -3.47
C 3.03 -0.58 0.07
F -2.29 3.75 -2.01
F -2.71 -1.05 3.81
C -1.06 3.78 5.48
O 4.40 -2.93 -7.43
O -2.77 -3.07 2.16
H 1.61 -0.34 -0.19
H -0.51 0.12 1.03
H 2.30 1.13 0.90
H -1.70 0.88 1.13
H -0.75 -0.54 0.14
H 1.88 1.82 0.71
H 0.68 -2.45 0.31
H 1.96 -1.52 -1.32
H -1.65 -1.15 -0.70
H -0.44 2.49 -0.72
H -1.23 -1.07 -1.53
H 1.98 1.52 0.99
H -1.15 -0.23 -1.80
C 0.22 -0.27 -0.01
C -0.07 0.31 -0.75
C -0.31 -0.03 0.16
O 0.31 0.27 0.62
H -0.18 -0.04 0.00
H -0.16 0.00 -0.05
H 0.09 0.10 0.08
H 0.13 0.19 0.14
H 0.07 -0.15 -0.08
H 0.06 -0.10 -0.12
H 0.06 0.11 0.09
H -0.14 -0.37 0.07

Results
E_HOMO, eV: -12.9
Gap between HOMO and LUMO, eV: 8.052
LUMO energy, eV: -4.86
Spin multiplicity: 1
Total charge: +1

=====

# 2
Density functional theory data (ωB97M-V with the def2-TZVPD basis set) for a molecular structure, C43H57ClIN4O2PSSiTi.

Last column: Mulliken spin population.
Geometry (Å):
Ti (0.290, -0.602, 0.528)  1.10
O (-5.817, -3.511, -1.445)  0.00
C (-4.869, -3.059, -2.392)  0.00
C (-3.783, -2.284, -1.703)  0.05
C (-2.887, -1.523, -2.492)  0.07
C (-1.856, -0.870, -1.873)  0.00
N (-1.663, -0.874, -0.538)  0.08
C (-2.526, -1.603, 0.227)  0.09
C (-3.595, -2.330, -0.352)  0.06
C (-2.243, -1.633, 1.625)  0.12
C (-3.112, -2.186, 2.592)  0.03
C (-2.835, -2.081, 3.927)  0.10
C (-3.731, -2.713, 4.959)  -0.01
O (-3.712, -4.131, 4.904)  0.01
C (-1.659, -1.384, 4.311)  0.08
C (-0.826, -0.898, 3.348)  0.05
N (-1.055, -1.051, 2.019)  0.07
H (-6.421, -4.118, -1.881)  0.00
H (-5.340, -2.415, -3.149)  0.00
H (-4.410, -3.905, -2.922)  0.00
H (-2.979, -1.480, -3.569)  0.01
H (-1.126, -0.321, -2.452)  -0.01
H (-4.251, -2.933, 0.256)  0.01
H (-4.014, -2.693, 2.277)  0.01
H (-4.773, -2.433, 4.788)  0.01
H (-3.453, -2.358, 5.959)  0.00
H (-2.791, -4.417, 4.897)  0.00
H (-1.411, -1.247, 5.355)  0.01
H (0.085, -0.367, 3.595)  -0.03
Cl (1.187, 0.999, -1.424)  0.01
C (0.649, 1.353, -3.067)  0.02
C (1.486, 0.896, -4.075)  0.00
C (1.164, 1.194, -5.388)  0.00
C (0.026, 1.945, -5.664)  0.00
C (-0.781, 2.390, -4.635)  0.00
C (-0.490, 2.101, -3.296)  0.00
P (-1.579, 2.582, -1.909)  0.00
C (-3.067, 3.153, -2.795)  -0.01
C (-3.216, 4.434, -3.324)  0.00
C (-4.381, 4.794, -3.980)  0.00
C (-5.413, 3.873, -4.121)  0.00
C (-5.274, 2.596, -3.601)  0.00
C (-4.110, 2.240, -2.936)  0.02
C (-0.848, 4.129, -1.308)  0.00
C (-1.623, 4.910, -0.452)  0.00
C (-1.080, 6.017, 0.175)  0.00
C (0.251, 6.351, -0.037)  0.00
C (1.027, 5.578, -0.885)  0.00
C (0.480, 4.473, -1.520)  0.00
H (2.358, 0.315, -3.817)  0.00
H (1.799, 0.836, -6.185)  0.00
H (-0.237, 2.186, -6.684)  0.00
H (-1.669, 2.962, -4.871)  0.00
H (-2.417, 5.157, -3.214)  0.00
H (-4.484, 5.793, -4.383)  0.00
H (-6.324, 4.154, -4.631)  0.00
H (-6.075, 1.875, -3.705)  0.00
H (-4.005, 1.240, -2.527)  0.00
H (-2.662, 4.651, -0.270)  0.00
H (-1.696, 6.613, 0.834)  0.00
H (0.682, 7.211, 0.458)  0.00
H (2.065, 5.830, -1.054)  0.00
H (1.102, 3.879, -2.175)  0.00
C (-3.171, 2.007, 4.030)  0.00
N (-2.066, 2.460, 3.197)  0.00
C (-1.747, 1.961, 1.988)  0.00
S (-0.110, 2.018, 1.474)  0.00
N (-2.689, 1.447, 1.205)  0.00
C (-4.119, 1.681, 1.236)  0.00
H (-2.795, 1.852, 5.039)  0.00
H (-3.533, 1.046, 3.671)  0.00
H (-3.991, 2.725, 4.061)  0.00
H (-1.270, 2.853, 3.673)  0.00
H (-2.321, 1.059, 0.340)  0.01
H (-4.348, 2.583, 1.801)  0.00
H (-4.666, 0.836, 1.660)  0.00
H (-4.449, 1.833, 0.208)  0.00
I (1.342, -2.643, -2.235)  0.00
C (0.644, -2.626, -0.188)  -0.02
H (-0.265, -3.235, -0.234)  0.01
H (1.410, -3.208, 0.314)  0.01
C (2.583, 0.531, 3.454)  0.00
Si (2.713, -0.565, 1.885)  0.02
C (4.236, 0.209, 0.946)  -0.01
C (3.941, 1.709, 0.806)  0.00
C (4.419, -0.392, -0.449)  -0.01
C (5.577, 0.088, 1.676)  0.00
C (3.211, -2.299, 2.647)  0.00
C (3.874, -3.223, 1.619)  0.00
C (1.941, -2.974, 3.185)  0.02
C (4.173, -2.189, 3.835)  0.00
H (3.575, 0.790, 3.832)  0.00
H (2.076, 0.002, 4.265)  0.00
H (2.036, 1.457, 3.276)  0.00
H (2.963, 1.913, 0.363)  0.01
H (4.696, 2.184, 0.169)  0.00
H (3.968, 2.213, 1.773)  0.00
H (3.542, -0.256, -1.080)  0.01
H (4.613, -1.464, -0.415)  0.00
H (5.270, 0.078, -0.954)  0.00
H (5.529, 0.442, 2.707)  0.00
H (6.330, 0.693, 1.161)  0.00
H (5.949, -0.937, 1.692)  0.00
H (3.331, -3.298, 0.678)  0.00
H (3.964, -4.235, 2.029)  0.00
H (4.881, -2.885, 1.375)  0.00
H (1.153, -3.073, 2.435)  0.00
H (1.520, -2.417, 4.025)  0.00
H (2.177, -3.980, 3.552)  0.00
H (5.142, -1.781, 3.553)  0.00
H (4.351, -3.184, 4.258)  0.00
H (3.769, -1.568, 4.634)  0.00

Atomic forces in eV per Å
Ti -0.10 0.10 -0.14
O -0.04 -0.02 0.00
C 0.02 0.02 -0.04
C 0.02 0.00 -0.16
C 0.12 0.05 0.12
C -0.09 -0.03 -0.03
N 0.31 -0.09 0.00
C -0.14 -0.31 0.31
C 0.00 0.22 -0.14
C -0.09 -0.13 0.10
C 0.02 0.06 -0.02
C 0.03 0.04 -0.04
C -0.09 0.10 0.05
O 0.04 -0.09 0.00
C 0.03 0.08 0.05
C 0.04 -0.04 -0.12
N -0.20 -0.03 0.15
H 0.01 0.00 0.02
H 0.03 -0.04 0.07
H -0.02 0.06 0.03
H -0.01 -0.01 -0.04
H -0.05 -0.05 -0.01
H -0.01 0.01 0.02
H -0.02 0.00 -0.01
H 0.04 0.00 0.00
H 0.01 -0.01 -0.05
H -0.01 -0.03 0.00
H 0.01 0.00 0.04
H -0.01 -0.04 0.00
Cl 0.09 0.38 -0.23
C 0.44 -0.37 0.13
C -0.18 0.08 -0.04
C -0.06 0.03 0.08
C 0.14 -0.09 -0.01
C -0.13 -0.02 0.10
C -0.12 0.24 -0.28
P -0.18 -0.30 0.20
C -0.02 0.12 -0.06
C 0.05 0.04 0.03
C -0.09 -0.03 -0.03
C 0.03 0.05 0.00
C -0.07 -0.02 -0.03
C 0.02 -0.03 0.02
C 0.10 0.02 -0.02
C -0.04 0.02 0.09
C -0.01 0.01 -0.02
C 0.00 0.03 0.01
C 0.05 0.06 0.03
C -0.01 0.01 -0.03
H 0.06 -0.04 0.00
H 0.02 0.00 -0.07
H 0.03 -0.01 -0.05
H 0.04 0.00 0.03
H 0.01 -0.01 0.00
H -0.02 0.01 -0.01
H -0.03 0.01 -0.02
H -0.01 0.00 -0.01
H 0.02 -0.01 0.01
H 0.01 -0.03 -0.01
H 0.00 0.04 0.02
H 0.01 0.02 0.02
H 0.02 0.01 0.00
H 0.01 -0.01 -0.03
C 0.02 -0.05 0.04
N 0.04 0.05 -0.08
C 0.18 0.05 -0.03
S -0.12 -0.23 0.05
N 0.23 -0.02 -0.18
C -0.10 0.07 -0.01
H -0.03 0.03 0.03
H -0.03 -0.02 0.02
H -0.01 -0.03 0.02
H 0.00 -0.05 -0.02
H -0.03 0.07 0.10
H 0.00 -0.03 -0.04
H -0.01 0.01 -0.01
H -0.04 -0.02 0.04
I 0.00 0.03 -0.04
C 0.03 0.02 0.00
H 0.04 0.09 0.05
H -0.03 -0.02 0.06
C 0.04 0.01 0.01
Si -0.07 -0.06 -0.07
C -0.03 0.05 0.05
C 0.00 0.02 -0.02
C -0.05 -0.05 -0.03
C -0.02 -0.04 0.07
C 0.00 0.03 -0.01
C 0.00 0.01 -0.02
C -0.05 0.01 -0.04
C 0.03 0.04 0.03
H 0.06 0.02 0.04
H -0.03 -0.04 0.04
H 0.01 0.00 -0.04
H -0.02 -0.02 0.00
H 0.03 0.01 -0.04
H 0.00 0.01 0.06
H -0.06 0.02 -0.01
H 0.04 -0.05 0.04
H 0.04 0.05 -0.04
H -0.03 0.02 0.04
H 0.06 0.04 -0.04
H -0.02 -0.04 -0.01
H -0.07 0.01 -0.07
H 0.01 -0.06 0.03
H 0.05 0.04 0.00
H 0.01 0.00 -0.03
H 0.00 0.04 0.02
H 0.02 -0.03 0.03
H 0.02 0.03 -0.02
H 0.01 -0.06 0.02
H -0.03 0.03 0.04

Results
E_HOMO (spin up / spin down), eV: -5.5 / -6.6
Gap between HOMO and LUMO (spin up / spin down), eV: 5.728 / 6.328
Energy relative to the best compared isomer or geometry (same formula, charge and spin), kcal/mol: 0.0
LUMO energy (spin up / spin down), eV: 0.27 / -0.29
Spin multiplicity: 3
<S²>: 2.021

=====

# 3
Density functional theory data (ωB97M-V with the def2-TZVPD basis set) for a molecular structure, C24H54N2O6P2SSn.

Last column: Löwdin charge in e.
Geometry (Å):
Sn (1.039, -1.384, 0.114)  1.14
C (0.809, -5.032, 1.471)  -0.20
C (2.262, -4.684, 1.124)  -0.20
N (2.545, -3.276, 1.315)  -0.17
C (2.975, -2.854, 2.627)  -0.30
C (1.925, -2.886, 3.728)  -0.46
S (0.425, -1.903, 3.411)  0.81
C (-0.871, -3.164, 3.201)  -0.46
C (-1.191, -3.593, 1.770)  -0.31
N (-0.037, -3.968, 0.996)  -0.13
H (0.699, -5.128, 2.550)  0.09
H (0.566, -6.014, 1.033)  0.12
H (2.410, -4.887, 0.065)  0.10
H (2.952, -5.322, 1.700)  0.12
H (3.273, -3.020, 0.658)  0.07
H (3.318, -1.824, 2.516)  0.11
H (3.825, -3.464, 2.986)  0.12
H (2.377, -2.444, 4.618)  0.07
H (1.618, -3.901, 3.969)  0.06
H (-1.765, -2.710, 3.630)  0.06
H (-0.594, -4.012, 3.826)  0.06
H (-1.644, -2.746, 1.249)  0.08
H (-1.948, -4.398, 1.846)  0.12
H (-0.274, -4.100, 0.023)  0.10
C (2.792, 3.299, -0.440)  -0.03
C (1.451, 2.953, 0.190)  -0.44
C (1.544, 2.898, 1.707)  -0.02
O (1.021, 1.673, -0.292)  -0.25
P (-0.106, 1.525, -1.365)  0.42
O (-0.384, 0.133, -1.691)  -0.34
C (-1.609, 2.397, -0.780)  -0.18
P (-1.893, 1.684, 0.891)  0.49
O (-1.017, 0.586, 1.254)  -0.33
O (-1.738, 2.886, 1.922)  -0.19
C (-2.720, 3.869, 2.256)  -0.45
C (-1.977, 5.166, 2.561)  -0.04
C (-3.521, 3.370, 3.452)  -0.03
O (-3.474, 1.383, 0.893)  -0.19
C (-3.994, 0.055, 0.730)  -0.42
C (-3.738, -0.758, 1.990)  -0.04
C (-3.425, -0.628, -0.506)  -0.04
O (0.509, 2.456, -2.524)  -0.19
C (0.055, 2.747, -3.842)  -0.44
C (-0.863, 1.677, -4.400)  -0.04
C (-0.593, 4.134, -3.865)  -0.04
H (3.086, 4.299, -0.132)  0.09
H (2.717, 3.250, -1.523)  0.07
H (3.535, 2.580, -0.111)  0.09
H (0.712, 3.711, -0.105)  0.13
H (2.368, 2.257, 2.002)  0.09
H (0.626, 2.493, 2.121)  0.06
H (1.708, 3.898, 2.098)  0.09
H (-2.439, 2.110, -1.422)  0.07
H (-1.505, 3.478, -0.777)  0.07
H (-3.392, 4.012, 1.401)  0.14
H (-1.323, 5.022, 3.419)  0.09
H (-2.689, 5.960, 2.777)  0.08
H (-1.366, 5.460, 1.710)  0.08
H (-2.858, 3.212, 4.299)  0.09
H (-3.988, 2.422, 3.203)  0.06
H (-4.289, 4.090, 3.720)  0.09
H (-5.075, 0.234, 0.611)  0.14
H (-2.667, -0.840, 2.152)  0.05
H (-4.176, -1.747, 1.888)  0.09
H (-4.178, -0.254, 2.847)  0.08
H (-2.342, -0.709, -0.426)  0.05
H (-3.656, -0.055, -1.402)  0.08
H (-3.846, -1.624, -0.623)  0.09
H (0.982, 2.783, -4.431)  0.15
H (-1.764, 1.617, -3.794)  0.07
H (-0.369, 0.710, -4.372)  0.08
H (-1.132, 1.917, -5.427)  0.09
H (-1.539, 4.137, -3.326)  0.07
H (-0.778, 4.433, -4.894)  0.08
H (0.081, 4.854, -3.408)  0.08
C (3.796, -2.708, -3.152)  -0.09
C (2.462, -2.003, -2.860)  -0.73
C (2.642, -0.508, -3.100)  -0.08
C (1.379, -2.559, -3.792)  -0.08
C (2.066, -2.277, -1.428)  -0.37
H (4.133, -2.510, -4.169)  0.07
H (3.703, -3.785, -3.032)  0.07
H (4.555, -2.353, -2.456)  0.07
H (2.832, -0.288, -4.148)  0.08
H (3.479, -0.149, -2.506)  0.08
H (1.755, 0.026, -2.779)  0.03
H (1.650, -2.459, -4.845)  0.07
H (0.453, -2.025, -3.603)  0.07
H (1.221, -3.613, -3.579)  0.07
H (2.413, -3.287, -1.197)  -0.03

Atomic forces in eV per Å
Sn 0.67 -0.75 -0.56
C 0.25 -0.08 0.06
C -0.10 -0.21 0.12
N 0.37 0.07 0.01
C 0.16 -0.09 0.26
C -0.23 0.21 -0.05
S -0.10 -0.07 0.26
C 0.28 0.18 -0.05
C -0.25 -0.08 0.12
N -0.35 -0.13 -0.18
H -0.06 -0.05 -0.01
H 0.01 0.11 0.15
H 0.09 -0.10 -0.01
H -0.04 -0.05 -0.08
H -0.11 0.21 -0.14
H 0.10 0.03 0.05
H -0.01 0.12 0.00
H 0.00 -0.18 0.03
H 0.05 -0.08 0.12
H -0.05 -0.13 0.04
H -0.12 -0.05 0.08
H -0.08 -0.06 0.02
H 0.00 0.13 -0.03
H 0.01 0.15 -0.06
C -0.44 -0.18 -0.06
C 0.51 0.69 0.29
C -0.24 -0.20 -0.34
O 0.00 0.06 0.00
P 0.14 1.49 -0.94
O -0.23 -0.55 -0.39
C 0.66 -0.77 0.53
P -1.47 0.97 0.26
O 0.10 -0.33 0.14
O 0.19 -0.30 -0.34
C -0.35 0.46 0.30
C -0.13 -0.40 -0.23
C 0.17 -0.03 -0.35
O 0.81 0.69 0.05
C -0.49 -0.74 -0.03
C -0.10 0.30 -0.10
C -0.05 0.31 0.09
O -0.12 -0.35 0.89
C -0.21 0.30 -0.67
C 0.31 0.03 0.14
C 0.34 -0.37 0.09
H 0.11 0.10 0.01
H 0.06 0.08 -0.09
H 0.17 -0.08 0.05
H 0.02 -0.08 0.03
H 0.14 -0.11 0.05
H 0.01 0.02 0.14
H 0.05 0.13 0.07
H 0.02 -0.03 -0.07
H 0.04 0.07 0.11
H 0.06 0.00 0.02
H 0.02 0.01 0.07
H -0.02 0.06 0.04
H 0.03 0.07 -0.05
H 0.07 0.04 0.11
H -0.13 -0.07 0.02
H -0.09 0.08 0.06
H 0.31 -0.17 0.00
H 0.10 -0.10 0.02
H -0.06 -0.12 0.03
H -0.08 -0.03 0.15
H 0.06 -0.14 -0.04
H -0.04 0.02 -0.14
H -0.07 -0.05 0.04
H -0.23 -0.02 0.05
H -0.22 -0.07 -0.03
H -0.03 -0.14 -0.03
H -0.04 0.03 -0.03
H -0.09 -0.03 0.04
H -0.04 0.04 -0.07
H 0.00 0.13 0.04
C -0.16 0.18 -0.05
C -0.04 -0.06 0.12
C 0.01 -0.11 0.08
C 0.15 0.12 -0.03
C 0.13 0.00 0.16
H 0.09 0.04 -0.17
H -0.05 -0.15 0.03
H 0.10 0.02 0.04
H 0.05 0.07 -0.25
H 0.14 0.12 0.07
H -0.14 0.09 -0.07
H 0.04 0.05 -0.18
H -0.22 0.02 -0.03
H -0.08 -0.14 0.01
H -0.03 -0.11 0.19

Results
E_HOMO, eV: -5.2
Gap between HOMO and LUMO, eV: 5.689
LUMO energy, eV: 0.47
Spin multiplicity: 1

=====

In eV, the calculated total energy values for the records above are, in order, -43328.8533 -127312.3687 -76276.3536.